*w*
10
Properties=species:S:1:pos:R:3 method="wB97M-V/def2-TZVPD" gap_ev="8.120 / 8.161" lumo_ev="0.530 / 0.502" mol_weight_g_mol=104.14
C -1.29728 -0.80805 1.20978
N -0.59269 0.94481 -0.26631
N 0.93974 -0.32818 -1.46914
N 0.41120 0.83536 -1.12137
N -1.41296 -0.05952 -0.03398
S -1.15316 -1.77390 -0.30202
H -0.40720 -0.76743 1.82944
H -2.12839 -0.92054 1.86039
H 1.75773 -0.16918 -2.03237
H 0.82955 1.79302 -1.38564



*x*
10
Properties=species:S:1:pos:R:3 method="wB97M-V/def2-TZVPD" gap_ev=8.913 lumo_ev=0.782 mol_weight_g_mol=104.14
C -1.73727 0.95971 0.01083
N -0.92118 0.54740 0.87301
N 0.42729 0.59387 -1.18127
N 0.32114 0.26454 0.51365
N 0.70835 -0.99811 0.76827
S -1.13592 1.01830 -1.65336
H -2.73004 1.29256 0.23076
H 1.02809 1.41372 -1.20426
H 0.14439 -1.72468 0.33404
H 1.70051 -1.12349 0.62045



Name the most stable of them. *x*.